The following is a DFT calculation (ωB97M-V/def2-TZVPD) of a molecular structure, C19H22ClFLuNO6P at a distorted geometry.

## Properties
charge	+3
DFT total energy	-3378.70634	hartree
highest occupied orbital energy	-16.87	eV
E_LUMO	-14.0045	eV
2S+1	1

CARTESIAN COORDINATES (ANGSTROEM)
Lu -2.60459 -4.05940 0.81703
Cl 5.35545 3.07534 0.48066
P -4.15058 -1.18723 2.66244
F 1.06515 -2.81526 4.23341
O -4.76160 -2.71745 3.18293
O -4.09153 -0.57642 -0.73290
O -2.63655 3.35721 -2.41407
O -3.30854 -0.38333 3.93369
O -0.14971 -0.88809 3.59242
O 0.22915 -3.42065 0.14864
N 2.89145 -1.30649 0.69754
C 1.14239 0.94606 -1.81585
C 2.56706 1.52990 -2.33300
C -1.23935 -2.98682 2.93053
C 4.66695 2.86549 -1.24140
C 3.14040 2.38942 -1.05341
C -0.24713 -0.95707 -0.49290
C -1.58173 -0.10344 -0.75815
C -1.53341 1.27378 -1.59758
C -3.93937 4.05005 -2.58385
C -0.02399 -2.14251 3.62348
C -2.89332 2.07268 -1.82401
C -0.13694 1.78704 -2.12828
C -2.98126 -0.66787 -0.13676
C -0.42635 -2.31819 0.36680
C 2.45190 -1.33232 -0.73617
C 1.15186 -0.44786 -1.02230
C -2.80845 -1.40010 1.30073
C -1.57649 -2.20671 1.53872
C 4.02003 -2.32434 0.76072
H 4.66931 3.92897 -1.68550
H -3.41840 2.24152 -0.79806
H 4.33849 -2.55000 1.84844
H 2.36108 2.30614 -3.15153
H -4.61514 3.89899 -1.67258
H 3.70110 -3.34764 0.31566
H -3.66823 5.16130 -2.77236
H 4.94869 -1.98708 0.15512
H 3.30102 0.70554 -2.63542
H -4.38818 3.63480 -3.55592
H -2.10159 -3.02076 3.68636
H -0.82495 -4.06770 2.71454
H -3.95224 0.07861 4.53577
H 2.21739 -2.43799 -0.99113
H -0.06242 2.78904 -2.70379
H 3.39038 -0.39802 0.82065
H 5.33316 2.12683 -1.80782
H 3.10021 1.68649 -0.12683
H -4.12352 -3.45886 3.03454
H 3.36352 -1.05767 -1.40153
H 2.43626 3.27160 -0.77882
H -3.59684 1.39047 -2.42892



The following is a DFT calculation (ωB97M-V/def2-TZVPD) of 7 unconnected molecules or ions with the total composition C40H95IN11O8 at a distorted geometry.

## Properties
charge	+1
DFT total energy	-3082.41503	hartree
highest occupied orbital energy	-10.18	eV
E_LUMO	-6.2948	eV
2S+1	1

CARTESIAN COORDINATES (ANGSTROEM)
I 2.12269 6.28166 2.79429
O -5.91230 -4.48972 3.03227
O 4.83070 5.53947 3.78994
O -5.35149 -0.73591 -2.09826
O -2.46641 1.81262 -6.05526
O 5.10084 0.51962 2.33575
O -9.84876 5.80345 -3.97458
O -2.11336 -3.21903 0.17503
O 10.98199 -1.76840 6.00564
N 4.46148 3.41729 1.40189
N -7.23154 -6.99763 2.47517
N -1.95486 -3.37832 -2.69584
N -3.45304 1.27563 -1.26685
N 13.07662 -2.20045 4.06885
N 5.75959 1.72355 2.62532
N -0.84166 4.13804 -6.58315
N 4.90366 1.30506 4.91702
N 6.69767 2.82437 0.78955
N -7.79115 3.78422 -3.85209
N 0.98506 0.41528 2.67306
C -4.02786 -4.48613 -2.05440
C 6.90329 -1.23109 2.14332
C 5.84357 -0.34310 1.45620
C 8.33238 -0.63067 2.18118
C -2.01024 -4.47791 -0.46700
C -7.07135 -6.82363 4.89781
C -8.76601 3.78559 -4.94902
C -1.20686 3.04824 -8.72950
C 8.53052 0.39727 3.36369
C -0.62158 2.89406 -7.32908
C 1.25256 -0.61080 1.84452
C -3.41269 -2.90108 0.64777
C -4.01808 1.30215 -2.62476
C 11.71064 -4.21592 4.07217
C 11.94050 -2.79778 6.19950
C -8.09145 4.32492 -6.20706
C -2.50710 -4.49627 -1.92217
C 5.62080 2.66407 1.61384
C -1.15264 1.67050 -6.56398
C -6.69569 -0.29041 -2.07253
C -0.62151 -1.05189 2.90751
C -5.30692 -5.71892 3.39614
C -10.05398 4.53281 -4.56539
C -6.28640 -6.88829 3.59105
C -4.52905 -0.08208 -3.05199
C 4.72795 4.86662 1.51196
C 0.27361 -1.59228 1.91030
C -0.17978 0.16812 3.35306
C 1.68280 2.43705 1.46658
C 5.44248 2.25496 3.99888
C -3.49738 1.61513 -7.00761
C 1.80851 1.61706 2.79693
C 9.71362 -2.21266 5.57149
C 4.13831 5.49274 2.81948
C -9.56364 6.84751 -4.88812
C 2.68577 1.99824 0.37372
C 3.81650 3.02272 0.09701
C -6.49230 -3.77444 4.10875
C 12.60511 -3.30626 4.90960
C -5.07490 2.39913 -2.70269
H -7.50978 -7.79696 5.12002
H -3.73734 2.55192 -7.51455
H -1.07136 0.75554 -7.16500
H -7.67575 4.74850 -3.54734
H -8.20660 3.32502 -3.04527
H -7.65304 -6.08125 2.34139
H 4.01182 0.92524 4.63030
H 8.34708 1.39461 2.94275
H -7.89439 -6.11069 4.85492
H 1.35584 2.21925 3.59824
H -10.10714 6.72808 -5.82939
H -6.50498 -2.71804 3.83733
H 10.96910 -3.65852 3.49851
H -6.71092 -7.15154 1.61557
H -1.51894 -1.58489 3.21777
H 6.98815 -2.13514 1.51055
H -4.14577 0.84654 -0.65708
H -2.49839 -5.25715 0.13288
H 6.70895 2.42760 -0.14203
H -0.35774 4.07691 -5.69123
H -2.15016 -5.42836 -2.37136
H 6.37552 2.64422 4.43639
H 13.75828 -1.65640 4.59122
H -4.32017 -4.79536 -3.05875
H -0.94146 -4.71454 -0.47135
H -8.82256 4.52381 -6.99342
H 9.05730 -1.43627 2.38777
H -5.03307 -0.04057 -4.02604
H -0.64614 0.82030 4.08444
H -5.65116 2.32956 -3.62438
H -2.21400 3.46388 -8.71678
H -3.99004 -2.40229 -0.13423
H -9.87127 7.78622 -4.42654
H 7.50406 3.31579 1.15551
H 4.32133 5.45254 0.67298
H -8.48982 6.91138 -5.07754
H 12.29735 -1.55788 3.94677
H -1.23791 2.09013 -9.25272
H 0.66542 2.24750 1.09639
H -9.04728 2.74769 -5.15365
H 4.54170 2.53817 -0.58300
H -7.37836 3.59461 -6.59306
H -4.66430 -5.58342 4.27608
H -4.59929 3.38100 -2.68359
H 11.50577 -3.62216 6.77857
H 0.45807 2.75470 -7.44437
H 7.77228 0.11773 4.11110
H 5.56452 0.58666 5.17992
H 2.06449 -0.76050 1.13561
H 6.32378 0.17513 0.61133
H -0.94043 -3.44880 -2.69735
H 12.31117 -4.77274 3.35232
H 5.80878 5.08211 1.52774
H -5.68837 -7.80440 3.61895
H -2.13817 -2.52665 -2.16911
H -1.82497 4.16723 -6.32264
H 3.36648 3.87426 -0.42636
H -4.39106 1.29751 -6.46854
H 4.75428 3.10695 3.88715
H 1.73849 3.50646 1.71755
H 11.18574 -4.94029 4.69872
H -6.42456 -6.55080 5.73473
H -4.45383 -3.49488 -1.89475
H 9.54227 0.29763 3.77248
H -4.64323 -5.97156 2.56355
H 2.85528 1.36140 3.01025
H -3.21833 1.57647 -3.31954
H 9.44254 -3.17820 6.00685
H 2.12219 1.80752 -0.55476
H -10.57233 3.94147 -3.80566
H -3.94831 -3.78183 1.01197
H -2.67572 0.61938 -1.24636
H -5.92032 -3.89018 5.03349
H -3.66082 -0.73558 -3.18064
H -7.30861 -1.10534 -1.68475
H 9.68556 -2.26553 4.47965
H 8.62871 -0.19726 1.21240
H 8.97424 -1.47275 5.88417
H 13.47487 -3.89751 5.20996
H -10.73982 4.61278 -5.41872
H -7.53244 5.24153 -6.01992
H -7.52759 -4.08446 4.26334
H 0.19963 -2.51209 1.34394
H 12.71725 -2.35457 6.82737
H 3.16605 1.04143 0.63279
H -4.49182 -5.17662 -1.34632
H -0.51759 1.52154 -5.68542
H 5.09384 -1.01740 1.01128
H -6.80759 0.55524 -1.39032
H -3.30686 -2.19574 1.47352
H -5.77061 2.37187 -1.86331
H -0.59293 3.72956 -9.31953
H 6.58701 -1.60380 3.13068
H -3.23841 0.84429 -7.73832
H -7.05855 -0.02399 -3.06908



The following is a DFT calculation (ωB97M-V/def2-TZVPD) of a single C7H8N2O molecule at a distorted geometry.

## Properties
DFT total energy	-456.08352	hartree
highest occupied orbital energy	-9.71	eV
E_LUMO	-1.4642	eV
energy above the lowest of the compared OMol25 structures with the same formula, charge and spin	553.23	kJ/mol
SMILES	CCc1cccc(N=O)n1
2S+1	1

CARTESIAN COORDINATES (ANGSTROEM)
O -0.45552 2.95340 -1.56834
N -0.66817 -0.09266 -0.00616
N -0.90814 1.73541 -1.34490
C 0.11159 -1.01909 0.65260
C 0.01943 0.91376 -0.70772
C 2.16271 0.07397 -0.11454
C -0.57681 -2.04463 1.41231
C -2.05908 -1.96144 1.38732
C 1.41463 0.96739 -0.83194
C 1.51108 -0.96259 0.61409
H -0.38398 -1.97766 2.50156
H -2.32096 -1.91082 0.52770
H -0.07692 -3.14897 1.33612
H -2.51448 -0.95339 1.73554
H -2.65924 -2.96923 2.01673
H 1.94708 -1.67992 1.07489
H 3.22792 -0.04161 -0.15106
H 1.95755 1.75081 -1.50995



The following is a DFT calculation (ωB97M-V/def2-TZVPD) of a single C2H3NS2 molecule at a distorted geometry.

## Properties
DFT total energy	-929.05962	hartree
highest occupied orbital energy	-8.04	eV
E_LUMO	0.8068	eV
energy above the lowest of the compared OMol25 structures with the same formula, charge and spin	151.50	kJ/mol
SMILES	C1=NSCS1
2S+1	1

CARTESIAN COORDINATES (ANGSTROEM)
S 0.71460 -0.31238 -1.23165
S -0.28517 0.56227 1.31261
N -0.81786 -0.44897 -0.92689
C 1.12639 -0.08780 0.47897
C -1.43921 -0.02450 0.15063
H 1.53055 -0.97135 0.88388
H -2.58460 -0.13259 -0.11059
H 1.78512 0.92233 0.64195